Computed, not measured: one molecule with the formula C5H11NSi at a distorted geometry, with ωB97M-V with the def2-TZVPD basis set.

The calculation puts the HOMO-LUMO gap at 9.7440 eV. The electronic energy is -541.29387 a.u. The value obtained for the energy relative to the best compared isomer or geometry (same formula, charge and spin) is 229.6 kJ/mol. As for the SMILES: C#CC[Si](C)(C)N. As for the LUMO energy: 0.819 eV. Its HOMO energy is -8.9 eV. Its spin multiplicity is 1.

Last column: Mulliken charge in e.
Positions of all 18 atoms, in Å:
C  1.50033  2.86884  0.82109  -0.26
C  1.24532  1.89162  0.14801  -0.55
C  0.99782  0.82732  -0.80420  -0.42
Si  -0.29556  -0.40873  -0.05616  0.50
C  -1.75292  -0.18983  -1.24470  -1.24
C  -0.53765  -0.60553  1.88283  -1.10
N  0.73135  -1.83221  -0.30632  -0.60
H  1.99184  3.43821  1.44589  0.51
H  1.92726  0.25509  -0.83971  0.27
H  0.60376  1.05870  -1.83218  0.36
H  -2.63498  -0.19181  -0.72239  0.41
H  -1.82580  0.74873  -1.70704  0.44
H  -1.70137  -0.89857  -2.15052  0.27
H  0.19115  -1.41291  2.09660  0.26
H  -0.42084  0.20668  2.53524  0.40
H  -1.53185  -0.87491  2.03982  0.33
H  1.05933  -2.01387  -1.27182  0.20
H  0.45281  -2.86682  -0.03443  0.23

Computed, not measured: C5H11NaO4 as an isolated structure at a distorted geometry, with ωB97M-V with the def2-TZVPD basis set.

The calculation puts the HOMO-LUMO gap at 6.0237 eV. The electronic energy is -660.34606 a.u. The value obtained for the energy relative to the best compared isomer or geometry (same formula, charge and spin) is 85.9 kJ/mol. As for the LUMO energy: -0.547 eV. Its HOMO energy is -6.6 eV. Its spin multiplicity is 1.

Last column: Mulliken charge in e.
Positions of all 21 atoms, in Å:
O  1.11487  -0.27112  -0.34015  -0.26
C  0.06140  -0.09609  -1.11815  0.87
O  -0.43746  0.99603  -1.40240  -0.68
O  -0.00438  -1.14342  -1.92401  -0.32
C  -1.25562  -1.44932  -2.53275  -0.66
H  -1.33795  -2.53823  -2.49910  0.25
H  -2.07640  -0.99273  -1.96708  0.34
H  -1.28852  -1.07908  -3.56429  0.26
C  1.81943  0.87827  0.14890  0.00
H  2.15429  1.47422  -0.71216  0.33
H  1.12854  1.50067  0.73667  0.13
C  2.98084  0.40177  0.98430  -1.24
H  2.62824  -0.01838  1.93563  0.31
H  3.56112  -0.36443  0.45344  0.32
H  3.63660  1.25465  1.20530  0.37
Na  -1.60796  2.54565  0.00396  0.93
O  -2.26678  0.75567  1.18705  -0.87
C  -2.21695  -0.21956  2.15124  -0.70
H  -3.22603  -0.46633  2.54517  0.25
H  -1.81085  -1.14373  1.68231  0.15
H  -1.55642  -0.02451  3.02612  0.21